A 14-piece molecular cluster, C4H35NO14S overall. Source: OMol25; level of theory: ωB97M-V/def2-TZVPD.

Results
Total charge ... +1
Maximum force ... 1.69 eV Å⁻¹
ΔE to the lowest compared entry with this formula, charge and spin ... 0.0 kcal/mol
Multiplicity ... 2

Structure (XYZ):
```
55
Properties=species:S:1:pos:R:3:forces:R:3:mulliken_spin:R:1
C 1.410 0.481 -1.419 0.176 0.400 0.166 0.01
N 1.345 0.449 -2.860 0.229 -0.756 0.867 0.00
C 0.589 -0.496 -3.454 0.743 1.305 -0.776 0.00
O 0.221 -0.323 -4.601 -0.852 -0.419 -0.860 0.00
C 0.137 1.186 -0.933 -0.405 -0.490 0.984 0.06
C 0.179 2.685 -1.239 0.478 0.841 -0.483 -0.03
S -1.441 3.458 -1.164 0.522 0.760 1.269 0.97
H 1.456 -0.519 -1.013 -0.171 -0.410 -0.024 0.00
H 2.316 1.025 -1.132 -0.612 -0.607 -0.046 0.00
H 1.608 1.297 -3.353 -0.086 -0.536 -0.289 0.00
H 0.322 -1.388 -2.888 0.123 -0.070 0.460 0.00
H -0.710 0.749 -1.480 0.206 -0.118 0.479 -0.02
H -0.024 1.025 0.155 0.066 0.138 -0.588 -0.01
H 0.824 3.222 -0.539 -0.475 -0.089 -0.092 0.00
H 0.640 2.882 -2.240 -0.639 -0.089 0.632 0.02
H -1.946 2.970 -2.356 -0.253 -0.062 -0.183 -0.02
H -3.685 -0.744 0.953 -0.020 -0.427 -0.073 0.00
H -2.382 -1.419 1.236 0.073 -0.296 0.124 0.00
O -3.166 -1.533 0.687 -0.039 0.426 -0.100 0.00
H -3.012 0.406 2.588 -0.115 -0.102 0.208 0.00
H -3.720 1.479 1.766 -0.180 0.000 0.146 0.00
O -3.860 0.612 2.167 0.290 0.335 -0.111 0.00
H 0.267 0.340 5.461 0.070 0.176 -0.037 0.00
H -0.461 0.053 4.144 -0.021 0.081 0.163 0.00
O 0.215 0.642 4.546 -0.099 -0.119 0.195 0.00
H 0.049 -4.175 -0.511 0.024 0.159 -0.019 0.00
H -0.527 -2.801 -0.966 0.165 -0.386 0.139 0.00
O 0.235 -3.228 -0.494 -0.190 0.299 -0.132 0.00
H 1.596 -0.575 2.251 0.253 0.431 0.451 0.00
H 1.532 0.256 3.583 0.195 0.013 -0.330 0.00
O 2.150 -0.006 2.845 -0.456 -0.039 -0.316 0.00
H -0.676 -1.541 2.818 -0.192 -0.063 0.212 0.00
H -1.788 -1.867 3.861 -0.059 0.113 -0.045 0.00
O -1.427 -1.139 3.339 0.079 -0.146 -0.399 0.00
H -2.254 -1.729 -2.458 0.196 -0.553 0.434 0.00
H -2.571 -1.946 -0.938 0.058 -0.143 0.065 0.00
O -1.999 -2.260 -1.670 -0.185 0.670 -0.444 0.00
H 2.864 -1.562 3.294 0.405 -0.200 0.024 0.00
H 3.726 -2.749 2.748 0.027 0.057 0.091 0.00
O 2.945 -2.540 3.270 -0.157 -0.062 0.029 0.00
H 3.594 2.969 -1.321 0.225 0.109 0.250 0.00
H 2.908 2.522 0.035 0.447 0.202 -0.232 0.00
O 2.748 2.759 -0.919 0.611 0.770 0.063 0.00
H -2.997 -1.054 -4.725 -0.093 -0.040 -0.038 0.00
H -1.504 -0.698 -4.424 -0.143 -0.247 -0.173 0.00
O -2.405 -0.764 -4.025 0.238 0.375 -0.031 0.00
H 0.545 -2.504 1.076 -0.069 -0.089 0.184 0.00
H 1.420 -2.531 2.419 -0.385 0.120 -0.243 0.00
O 0.648 -2.088 1.967 0.294 -0.257 -0.229 0.00
H 3.219 2.872 2.196 0.022 -0.102 0.137 0.00
H 2.865 1.355 2.010 0.049 -0.009 0.305 0.00
O 3.307 2.126 1.595 -0.110 0.114 -0.283 0.00
H -1.027 1.702 -3.383 -0.018 -0.159 -0.351 0.00
H -2.347 0.902 -3.399 -0.285 -0.055 -0.169 0.00
O -1.951 1.757 -3.108 0.051 -0.755 -0.982 0.01
```
Forces are in eV/Å.